# C53H63F5NO13P

6 unconnected molecules or ions with the total composition C53H63F5NO13P in a non-equilibrium geometry (ωB97M-V with the def2-TZVPD basis set, the OMol25 dataset).

```
136
Properties=species:S:1:pos:R:3
C 1.862 -3.650 -4.123
H 3.805 6.007 2.538
O 0.314 5.451 -2.333
H -4.983 -4.617 6.649
O -0.700 1.826 5.236
H -2.405 1.795 -1.642
H 1.170 -1.132 0.441
H 2.349 1.860 1.865
H -4.994 5.473 -0.632
H -1.503 -2.714 -0.132
C -3.137 2.317 5.639
H 4.722 -4.462 -5.758
C -2.656 -5.022 4.206
O -1.065 2.813 -0.393
H -2.863 -0.331 -0.759
C 3.711 -4.099 -5.600
C -4.877 3.279 -1.239
H 0.023 3.438 2.097
H 5.933 2.872 7.435
H -1.642 -5.381 4.056
H -2.334 5.445 -1.859
C -2.090 -2.483 -1.100
C -2.120 -0.889 -1.419
N 1.005 -0.114 0.522
F -0.117 -2.721 -5.006
C -2.911 -6.423 -4.801
C -5.737 4.621 -0.861
C 3.155 -4.122 -4.325
C 2.890 4.173 6.689
H -2.069 -0.115 1.259
C -1.879 1.761 4.825
H 4.955 -4.705 -1.163
C 1.676 -3.149 -6.477
H 3.728 -4.506 -3.489
C -2.239 -7.615 -5.061
H 5.815 3.581 0.675
C 6.154 -3.862 -2.738
C 4.192 3.719 6.501
H 0.337 1.604 2.532
O 2.780 5.671 -1.508
H 2.981 6.175 -0.676
C -0.422 0.313 0.205
H 1.085 -2.773 -7.303
C 4.513 -2.623 -1.482
C 3.052 3.663 9.044
C -4.681 -4.066 3.317
O -2.631 3.161 2.396
H -0.747 -8.584 -6.285
C -3.381 -4.521 3.127
O 2.576 0.264 -1.367
C 4.919 3.230 7.584
C 3.870 2.546 0.404
H 6.682 -4.783 -2.958
C 2.335 4.142 7.959
C 4.555 4.232 2.371
H 3.410 -3.589 -7.670
O 4.660 5.591 2.823
H -3.142 -4.351 -5.334
H -1.960 3.886 -2.749
H -0.448 0.474 -2.116
O -1.155 -0.473 1.174
H -2.482 -0.817 -2.515
O 0.558 5.290 0.249
O -3.902 -3.812 0.060
F 7.383 -2.761 -4.418
C 1.135 -3.172 -5.201
H 1.417 -3.653 -3.135
C 4.706 3.881 0.817
H -2.855 3.193 6.326
C -2.790 4.451 -2.208
H -2.836 1.655 0.171
C -1.274 -7.663 -6.062
F 1.080 4.585 8.141
C 4.350 3.200 8.853
C -3.228 -5.065 5.475
H -1.572 -3.083 -1.924
C -1.643 -5.323 -6.529
H -0.121 5.978 0.071
H -5.110 1.071 -0.764
H 3.955 2.312 -0.707
C -0.593 -0.313 -1.286
H -1.393 -4.439 -7.105
H 3.754 -2.588 -0.706
C 1.244 2.163 -0.151
H -3.518 1.446 6.280
H -5.263 -3.681 2.488
H 4.426 1.689 0.946
H 0.593 2.651 -2.322
C -5.239 -4.109 4.585
C 4.809 -1.479 -2.217
O -4.557 -2.930 -1.959
C 6.446 -2.716 -3.459
O -2.185 1.197 3.512
H 4.638 3.746 5.513
H 0.071 -1.242 -1.456
H -3.256 4.313 0.053
H -6.361 4.350 0.053
C -5.457 2.080 -0.340
H -6.342 4.893 -1.787
H -4.987 2.183 0.702
H -2.933 -4.485 2.140
H -3.957 2.611 4.884
H 2.596 3.655 10.027
C -2.421 2.358 -0.627
H 4.281 -0.554 -2.018
H 6.036 -0.640 -3.783
F -0.051 -6.561 -7.746
C 5.186 -3.815 -1.739
C -1.774 2.256 2.610
H 2.388 2.826 -2.054
H 2.306 4.549 5.857
C -3.554 -3.110 -0.929
C 2.356 2.587 0.968
C -2.615 -5.278 -5.536
C 5.786 -1.523 -3.207
H 2.088 3.613 1.420
H -2.664 -5.459 6.313
H 4.916 2.815 9.695
H 4.524 4.759 0.114
C -4.525 -4.600 5.667
H -3.667 -6.387 -4.023
H -5.019 3.037 -2.351
H -4.838 -1.987 -1.913
H -6.603 2.152 -0.307
P 1.290 4.888 -1.262
C -3.333 3.663 -0.884
C 1.779 0.658 -0.489
C -0.327 2.349 1.949
C -0.283 1.899 0.392
O 4.346 3.339 3.238
H -3.633 4.688 -2.947
C 1.366 3.002 -1.541
C 2.974 -3.610 -6.677
F -6.493 -3.666 4.770
H -2.469 -8.505 -4.485
C -0.985 -6.516 -6.784
```

Computed properties:
LUMO level, eV: -0.35
Net charge: 0
Kohn-Sham gap, eV: 8.669
HOMO energy, eV: -9.023
SMILES string: CC(=O)OC(=O)C[C@@]1(OC[C@@H](C)C(C)C)[C@](CCCC(=O)O)(CP(=O)(O)O)C(=O)N[C@]1(O)CCCC(=O)O.Fc1ccccc1.Fc1ccccc1.Fc1ccccc1.Fc1ccccc1.Fc1ccccc1
Electronic energy, hartree: -3930.78124